[1]
The following is a quantum chemistry calculation of a 13-piece molecular cluster, C5H38NO13 overall, from the OMol25 dataset.

Calculated values
Kohn-Sham gap, eV: 10.536
Total charge: +1
Energy above the lowest of the compared OMol25 structures with the same formula, charge and spin, kcal per mole: 0.00
LUMO, eV: -2.40

XYZ file:
```
57
Properties=species:S:1:pos:R:3:forces:R:3:lowdin_charge:R:1
C 0.7757 -1.3936 -0.7692 -0.9 0.3 -1.5 -0.208
O 1.9472 -0.6470 -0.7806 1.5 0.5 2.8 -0.115
C -0.4908 -0.5602 -0.2933 0.0 -0.9 -2.2 -0.198
C -1.7470 -0.9996 -1.1044 -1.7 -3.4 0.5 -0.321
C -2.3669 -0.2015 -2.2307 0.1 2.4 -1.4 -0.088
C -2.9487 -1.4691 -0.1947 -1.2 1.1 1.2 -0.071
N -0.2086 0.8643 -0.5919 1.3 -0.2 0.3 0.189
H 0.7030 -1.6544 -1.8696 -0.7 -0.1 1.3 0.146
H 0.8045 -2.2874 -0.1421 0.2 0.2 -0.4 0.081
H 2.4205 -0.6236 0.1609 -0.9 -0.2 -2.5 0.077
H -0.6384 -0.7766 0.7630 -0.1 0.8 0.0 0.126
H -1.5240 -2.0372 -1.5452 0.3 1.6 0.3 0.138
H -1.7460 0.0315 -3.0940 0.9 -0.5 0.0 0.070
H -2.6970 0.8605 -2.0235 -0.1 -1.3 0.6 0.079
H -3.1964 -0.6939 -2.7513 0.0 -0.2 0.8 0.093
H -2.9335 -2.5106 0.1022 0.7 -0.2 0.1 0.045
H -3.1643 -0.8741 0.7421 0.8 -0.3 -0.7 0.093
H -3.9479 -1.4064 -0.6615 0.6 0.2 -0.5 0.079
H -1.0183 1.5001 -0.6817 -0.3 0.2 0.8 0.091
H 0.5339 1.1909 0.0284 -0.5 0.4 0.5 0.117
H 0.2710 1.0307 -1.4898 -0.4 -0.7 -0.1 0.122
H -1.3472 2.3806 -2.9668 0.1 -0.2 0.3 0.065
H -0.0504 3.1340 -2.9957 0.2 -0.1 0.2 0.069
O -0.4450 2.3359 -2.6152 0.0 0.9 -1.3 -0.058
H 1.0655 -1.1865 2.7442 0.5 0.3 0.2 0.045
H 1.3577 -2.5523 2.2728 0.6 -0.2 0.1 0.017
O 1.8416 -1.7686 2.6440 -1.1 0.2 0.0 -0.061
H 0.0384 4.7224 -0.2132 -0.2 0.0 0.4 0.017
H -0.0093 4.0014 1.1339 -0.8 0.7 -0.6 0.069
O -0.5891 4.5245 0.5269 1.0 -0.7 0.3 -0.072
H 3.1622 2.1231 0.0038 -1.0 0.5 -1.2 0.058
H 2.8394 1.2500 -1.1737 -0.2 -0.7 -0.6 0.029
O 2.6904 2.1434 -0.8752 1.0 0.2 1.1 -0.064
H 4.4254 -0.8335 1.1298 -0.4 0.2 0.0 0.114
H 3.0908 -0.9457 1.9900 0.0 -0.2 -0.6 0.051
O 3.5459 -0.4366 1.2484 0.7 -0.3 1.0 -0.072
H 0.4994 -3.8979 0.7069 0.1 -0.2 0.0 0.024
H -0.5443 -3.8599 1.8097 0.0 0.2 0.1 0.017
O 0.4164 -3.7654 1.6628 -0.2 -0.2 -0.4 -0.050
H 2.0439 5.0014 -1.5653 -0.2 0.0 0.1 0.082
H 1.5957 3.5541 -1.3417 0.3 -0.2 0.2 0.006
O 1.2734 4.4669 -1.3379 0.1 0.3 -0.5 -0.050
H 3.0001 1.1223 1.7433 -0.7 -0.1 -0.6 0.035
H 2.9173 2.4062 2.4226 -0.9 0.2 -0.6 0.110
O 2.4106 1.9243 1.7233 1.9 0.1 1.9 -0.090
H 0.8493 1.4757 2.5160 -0.1 -0.3 -0.4 0.004
H -0.3512 1.1524 3.3772 -0.3 -0.2 -0.2 0.061
O 0.0115 0.9700 2.5006 0.2 0.2 0.6 -0.063
H -0.4525 -5.1220 -1.0679 0.1 -0.1 -0.4 0.064
H 0.4526 -4.4588 -2.1621 0.1 -0.3 -0.1 0.060
O -0.0371 -4.3011 -1.3549 -0.2 0.3 0.7 -0.037
H -2.9846 -3.3866 2.0974 -0.1 0.2 0.1 0.048
H -2.2360 -4.4220 2.9614 -0.2 0.0 -0.2 0.078
O -2.2913 -4.0480 2.0700 0.3 -0.3 0.3 -0.039
H -1.6527 3.4919 -0.2989 -0.8 0.3 0.8 0.010
H -3.0888 2.6339 -0.2191 -0.2 0.6 0.8 0.057
O -2.2764 2.8279 -0.6703 0.6 -0.9 -1.3 -0.077
```
Forces are in eV/Å.



[2]
The following is a quantum chemistry calculation of a 14-piece molecular cluster, C5H38NO15 overall, from the OMol25 dataset.

Calculated values
Kohn-Sham gap, eV: 9.857
Total charge: +1
Energy above the lowest of the compared OMol25 structures with the same formula, charge and spin, kcal per mole: 165.04
LUMO, eV: -2.85

XYZ file:
```
59
Properties=species:S:1:pos:R:3:forces:R:3:lowdin_charge:R:1
C 2.4496 2.5749 0.9468 -1.6 -0.2 -1.1 -0.157
O 3.0948 1.7450 0.0171 2.4 -2.3 0.4 -0.099
C 1.0922 1.9170 1.3959 2.4 -4.5 1.2 -0.224
C 0.0179 2.8364 1.7912 -1.9 2.8 -0.8 -0.148
C -1.4120 2.3273 1.7970 -2.2 0.2 1.9 -0.162
C -1.6159 0.9112 2.0420 4.2 -4.7 -0.7 -0.102
O -0.8701 -0.1578 1.8340 -3.4 5.5 1.9 -0.091
N 0.7236 0.9191 0.2373 -3.2 3.6 1.7 0.218
H 3.0028 3.1103 1.7309 0.0 -0.6 -0.2 0.145
H 2.2618 3.1863 0.0845 -1.3 2.3 0.8 0.116
H 3.5805 0.9542 0.3280 -0.3 0.8 0.5 0.090
H 1.1882 1.1227 2.2635 0.5 1.8 -1.4 0.184
H 0.0052 3.7334 1.0386 0.3 -1.0 2.0 0.173
H 0.0649 3.0529 2.8973 1.1 0.6 -1.4 0.157
H -2.1407 2.8237 2.6476 2.2 -0.9 -1.7 0.199
H -2.1326 2.4840 0.9902 0.5 0.4 -0.9 0.134
H -2.5060 0.7334 2.5136 -2.7 -0.9 1.0 0.105
H -0.0923 1.4637 -0.1807 1.1 -1.4 -0.2 0.117
H 1.4277 0.6821 -0.3789 2.3 0.2 -2.1 0.053
H 0.3167 0.0563 0.5722 -0.5 -0.4 0.8 0.086
H 3.6930 -0.9134 -0.4457 0.9 -1.4 1.4 0.065
H 4.4665 -2.0032 0.4531 3.0 -1.1 0.1 0.034
O 3.6636 -1.6106 0.2748 -3.4 3.0 -1.4 -0.007
H -2.8843 -2.7617 2.1192 0.1 1.3 -0.6 0.048
H -2.0443 -1.3218 2.0534 -2.7 -2.7 -2.0 0.087
O -2.8288 -1.9491 1.5560 1.9 1.3 2.0 -0.173
H 2.9308 -0.5913 -2.2113 -0.7 1.2 -1.4 0.068
H 2.3468 0.8514 -2.8389 0.8 0.5 -1.9 0.038
O 2.3886 0.2240 -2.1559 -0.3 -2.1 2.9 -0.020
H 2.7376 -2.2643 4.4178 0.9 -0.7 1.8 0.015
H 2.8600 -1.6932 3.0698 -0.2 0.0 -0.3 0.024
O 2.2046 -1.9730 3.7159 -0.9 0.7 -1.5 -0.025
H -3.9532 0.8756 -3.4157 0.3 -1.8 4.3 0.171
H -3.9679 -0.3979 -2.2749 0.0 1.1 -0.6 0.066
O -3.8444 0.5760 -2.3640 -0.4 0.8 -3.7 -0.132
H 0.7909 4.2893 -3.1022 -0.6 2.7 -4.5 -0.017
H 0.5792 3.0122 -2.4765 -0.8 -1.8 -0.3 -0.008
O 0.8992 3.8690 -2.3303 1.3 -0.9 4.8 0.036
H 0.6708 -2.2232 -0.9616 0.5 -0.4 0.6 0.019
H 2.2098 -2.1256 -0.5344 -1.9 -2.1 -1.0 0.038
O 1.5085 -2.7300 -0.9984 2.0 1.8 0.3 -0.118
H -4.7134 -1.3610 0.6633 -2.1 1.5 0.0 0.051
H -5.1474 0.1117 0.4990 0.1 0.5 -0.1 -0.005
O -5.5443 -0.7524 0.5586 2.2 -2.1 0.1 -0.099
H -0.7162 -0.1604 -5.7478 0.2 0.0 2.1 0.073
H -0.4328 -1.1213 -4.5370 -0.1 1.3 -0.2 0.027
O -0.6154 -0.1600 -4.7415 0.0 -1.4 -1.8 -0.126
H -0.6637 1.0854 -1.7759 -1.0 -0.3 -1.1 0.046
H -2.2728 1.2687 -1.7000 -2.2 -0.5 -2.0 -0.018
O -1.4574 1.2666 -1.2638 3.0 0.5 2.4 -0.018
H 1.0835 -2.9571 -2.6813 0.1 -0.2 -0.2 -0.027
H 1.4674 -3.3201 -4.1460 -1.3 0.3 0.9 0.067
O 0.6986 -3.0502 -3.5751 1.1 -0.1 -1.0 -0.093
H -1.3087 -2.1097 0.1393 0.7 -0.4 1.1 0.083
H -0.1571 -2.8661 0.9529 -0.3 -0.5 0.0 0.063
O -0.3813 -2.0724 0.4781 -0.7 0.8 -1.5 -0.076
H -0.4160 -2.5462 3.8630 -3.0 -1.5 -0.9 0.126
H -0.9975 -3.8228 3.3131 2.0 -5.5 -1.7 -0.044
O -1.3090 -3.0481 3.5830 1.4 6.8 2.9 -0.033
```
Forces are in eV/Å.



[3]
The following is a quantum chemistry calculation of a 14-piece molecular cluster, C5H38O14 overall, from the OMol25 dataset.

Calculated values
Kohn-Sham gap, eV: 10.657
Total charge: 0
Energy above the lowest of the compared OMol25 structures with the same formula, charge and spin, kcal per mole: 35.73
LUMO, eV: 0.36

XYZ file:
```
57
Properties=species:S:1:pos:R:3:forces:R:3:lowdin_charge:R:1
C -1.0901 -5.0134 1.0824 -1.5 0.1 0.9 -0.141
O -0.9040 -4.1087 2.1728 0.4 -0.1 0.2 -0.138
H -1.8998 -4.6262 0.4563 0.4 0.2 -0.1 0.083
H -0.1734 -5.1161 0.5661 0.8 -0.3 -1.0 0.058
H -1.4643 -5.9738 1.4592 0.3 -0.1 -0.1 0.078
H -0.0510 -4.3553 2.5631 -0.5 0.3 0.0 0.073
C -0.6815 0.5410 -3.5594 0.4 -0.7 -0.8 -0.138
O -1.3526 -0.6423 -3.1320 1.2 0.1 -1.4 -0.151
H -0.0896 0.3588 -4.4752 -0.2 -0.3 0.4 0.083
H -1.3716 1.3282 -3.8497 -0.2 0.2 0.3 0.077
H 0.0129 0.8665 -2.7930 0.1 0.4 0.2 0.062
H -2.0287 -0.3152 -2.5456 -1.1 0.1 1.1 0.003
C 2.1715 -1.4979 2.7646 1.0 -1.1 0.6 -0.122
O 2.5030 -0.8839 1.5318 -1.1 0.1 -0.6 -0.159
H 2.2866 -2.5859 2.6026 0.1 0.3 0.5 0.085
H 2.8500 -1.1649 3.5964 -0.4 -0.2 -1.1 0.103
H 1.1699 -1.3424 3.1298 -0.6 0.5 -0.2 0.059
H 1.8197 -1.1695 0.8511 0.9 -0.1 0.8 0.073
C -0.8481 3.5344 1.9441 1.3 0.4 1.0 -0.138
O -0.6913 3.7531 0.5488 -0.1 -0.3 0.0 -0.147
H -0.8578 2.4834 2.2344 -0.4 -0.2 -0.3 0.068
H -0.0072 3.9632 2.5353 -0.1 -0.1 -0.6 0.085
H -1.6910 4.0637 2.3689 -0.6 -0.1 -0.5 0.076
H 0.2612 3.8620 0.3571 -0.4 0.4 0.2 0.040
C 3.0947 5.2307 0.9457 -0.4 -2.4 0.2 -0.083
O 2.0118 4.3295 0.5242 0.0 0.3 -0.4 -0.195
H 3.3385 5.9824 0.1770 -0.3 -0.5 0.3 0.080
H 2.7473 5.6887 1.8759 0.5 0.2 -0.1 0.075
H 3.9213 4.4898 1.1182 -0.2 1.4 0.1 0.091
H 2.1927 3.3960 0.7674 0.5 0.7 0.2 0.033
O 2.9393 1.6451 1.0449 -0.7 -0.3 0.7 -0.072
H 2.8430 0.6815 1.3287 0.0 0.8 -0.2 0.020
H 3.4346 1.6442 0.2410 0.7 -0.2 -0.8 0.034
O 0.8159 -2.2323 -0.4813 0.3 -0.3 1.8 -0.042
H 1.0563 -3.0575 -0.9119 0.3 -0.2 -0.6 0.001
H 0.6640 -1.5409 -1.1017 -0.5 0.5 -1.0 0.007
O -1.4505 -0.4232 2.2369 1.3 0.4 -1.1 -0.064
H -0.8589 -0.2409 1.4363 -0.9 -0.1 1.1 0.049
H -1.0970 -1.2612 2.5298 0.1 -0.6 0.3 0.031
O 0.0282 0.2841 -0.0269 0.5 -0.2 0.0 -0.033
H 0.8813 0.7051 -0.1780 0.1 0.2 0.3 0.054
H -0.6105 0.9460 -0.2708 -0.7 0.6 -0.3 0.045
O 0.1466 -2.8834 -3.9644 -1.3 0.8 0.5 -0.077
H 0.1738 -2.8821 -4.9190 0.1 -0.1 -0.4 0.039
H -0.6444 -2.2963 -3.7437 1.3 -0.6 0.0 0.056
O -3.0245 0.4354 -1.4040 0.6 -0.4 -1.2 -0.032
H -3.2126 1.3700 -1.3710 -0.1 0.8 0.3 0.001
H -3.3018 0.0292 -0.5924 -0.4 -0.5 1.2 0.004
O -3.0515 3.1781 -1.1473 0.3 0.9 -1.9 -0.087
H -3.0627 3.5164 -2.1004 0.2 -0.5 2.2 0.094
H -2.2473 3.5468 -0.7139 -0.3 -0.2 -0.3 0.028
O -3.7222 -0.8312 1.0493 0.6 1.8 0.6 -0.057
H -2.9429 -0.8762 1.6693 -0.5 0.3 -0.7 0.013
H -3.9674 -1.6979 0.8371 -0.6 -2.0 -0.4 0.010
O 1.6065 -4.4029 -2.0808 -1.4 -0.3 0.1 -0.072
H 2.4881 -4.2464 -2.4018 0.2 0.2 -0.5 0.042
H 0.9377 -4.1857 -2.7825 1.1 0.1 0.4 0.035
```
Forces are in eV/Å.



[4]
The following is a quantum chemistry calculation of a 14-piece molecular cluster, C5H38O14S2 overall, from the OMol25 dataset.

Calculated values
Kohn-Sham gap, eV: 8.537
Total charge: 0
LUMO, eV: -0.10

XYZ file:
```
59
Properties=species:S:1:pos:R:3:forces:R:3:lowdin_charge:R:1
C 1.7844 -0.8795 1.1115 0.5 0.1 -0.4 -0.246
C 2.6286 -0.6350 2.3598 0.4 1.2 -0.4 -0.247
O 1.8725 -0.8032 3.5269 -1.2 1.4 1.3 -0.118
C 0.8042 0.2641 0.8277 -0.5 0.5 0.3 -0.487
S 1.4239 1.2217 -0.6329 0.5 -1.2 0.2 0.496
S 0.1798 2.7142 -1.0600 -0.9 0.7 0.3 0.493
C -1.2720 2.0796 -1.9681 -0.3 -1.4 -0.4 -0.596
C -1.1794 2.3504 -3.4608 0.5 1.2 -0.3 -0.176
H 2.4234 -1.1156 0.2561 0.2 0.6 0.0 0.066
H 1.2368 -1.8133 1.1846 -0.2 -0.1 0.6 0.092
H 3.4121 -1.3477 2.4868 0.7 -0.6 -0.5 0.109
H 3.1545 0.3793 2.3356 -0.8 -1.0 -0.1 0.149
H 1.3138 0.0156 3.7572 1.2 -1.2 -0.5 0.067
H -0.1937 -0.1419 0.5987 0.4 0.4 0.0 0.051
H 0.6970 0.9408 1.7191 0.1 -0.6 -1.0 0.067
H -2.1819 2.5235 -1.5552 0.4 0.3 0.1 0.057
H -1.4491 0.9804 -1.8334 0.6 1.0 0.3 0.052
H -0.3669 1.8068 -3.9704 -0.1 0.3 0.4 0.053
H -1.0477 3.4608 -3.6344 -0.1 -1.2 0.0 0.087
H -2.0943 2.0465 -3.9536 -0.4 0.0 -0.1 0.066
H -2.6332 1.5888 1.1228 0.5 -0.1 0.7 0.033
H -1.5992 2.1789 2.1496 0.4 0.7 0.1 -0.015
O -2.1162 1.3963 1.9538 -1.1 -0.6 -0.9 -0.090
H 0.2661 3.5173 2.1432 -0.5 0.0 0.2 0.049
H -0.1777 2.5975 3.3125 -0.3 0.9 -0.4 0.019
O -0.4833 3.3607 2.7442 0.9 -0.5 0.3 -0.085
H -1.6447 -3.1760 0.9682 -0.1 0.0 0.1 0.093
H -0.3595 -2.9478 0.1277 0.0 -0.3 -0.1 0.032
O -1.0400 -2.4894 0.6722 0.3 -0.3 -0.4 -0.088
H -1.2400 -1.2475 -2.2217 0.1 -0.2 -0.5 0.041
H -1.0452 -1.3286 -3.7326 -2.2 0.5 -3.8 0.020
O -0.6079 -1.4608 -2.9630 1.5 -0.5 4.2 -0.030
H -4.3468 0.8999 0.2912 -0.7 -0.3 0.5 0.046
H -3.1948 0.3775 -0.5822 -0.4 0.7 0.3 0.008
O -3.6355 1.2050 -0.2555 0.6 0.0 -0.8 -0.071
H 4.5051 -0.7764 -1.5662 0.8 1.7 -1.0 0.005
H 3.3739 -1.7630 -1.5640 -0.3 0.0 -0.2 -0.033
O 4.1744 -1.5013 -1.0956 -0.1 -1.5 1.3 -0.052
H 0.6453 -0.3976 -3.6603 0.7 0.4 -0.3 -0.017
H 1.8133 0.6197 -3.8891 -0.4 -0.7 -0.2 0.054
O 1.4109 -0.2004 -4.2428 0.0 0.8 0.1 -0.091
H -0.8127 -1.6410 2.1716 0.0 -0.1 -0.1 -0.014
H 0.2156 -1.4481 3.2938 0.4 -0.2 0.1 0.020
O -0.7281 -1.3678 3.0951 -0.6 0.2 0.4 -0.067
H 0.0112 -3.8902 -1.7845 -0.3 0.0 -0.8 0.043
H 1.3491 -3.4268 -1.2230 -0.2 -0.3 -0.3 0.042
O 0.5261 -3.8989 -0.9884 0.5 0.0 1.0 -0.035
H 2.2975 -2.0860 -3.4294 -1.5 0.1 3.1 0.149
H 1.0444 -1.7468 -2.4143 0.9 -0.2 -0.6 0.011
O 1.9447 -2.1480 -2.4398 0.9 -0.3 -2.5 -0.141
H -0.3281 0.9333 4.9443 0.3 0.2 -0.7 0.119
H -0.5986 0.4129 3.5294 -0.2 -0.4 -0.3 0.032
O -0.0205 1.0298 4.0182 -0.3 0.2 1.4 -0.066
H -2.5467 -0.2912 1.8350 -0.4 -0.2 -0.5 0.021
H -3.1243 -1.5473 2.3538 -0.3 -0.6 0.6 0.046
O -3.0626 -1.0866 1.5250 0.1 1.0 0.4 -0.077
H -2.0299 -1.3815 -0.2405 -0.4 -0.3 -0.2 0.039
H -3.2202 -1.5839 -1.2207 -1.3 -1.0 -0.1 0.073
O -2.4566 -1.0644 -1.0805 1.7 1.0 0.0 -0.059
```
Forces are in eV/Å.